{"formula": "C3H6ClNO", "method": "wB97M-V/def2-TZVPD", "relative_energy_ev": 3.0579, "homo_lumo_gap_ev": 9.48, "charge": 0, "fmax_ev_per_a": 4.792, "e_homo_ha": -0.3417, "symbols": ["C", "C", "C", "N", "O", "Cl", "H", "H", "H", "H", "H", "H"], "coordinates": [[-2.152, -1.097, 0.537], [0.519, 0.715, 0.290], [0.429, -0.481, -0.576], [-1.540, -0.939, -0.632], [-1.597, -1.300, 1.588], [-2.315, -0.320, -2.006], [-3.258, -1.099, 0.431], [0.024, 0.532, 1.243], [1.575, 0.904, 0.504], [0.093, 1.598, -0.182], [0.577, -0.370, -1.637], [0.752, -1.414, -0.142]]}